The following is a DFT calculation (the ωB97M-V functional and the def2-TZVPD basis) of 2 unconnected molecules or ions with the total composition CH6N2O3S.

```
13
Properties=species:S:1:pos:R:3:mulliken_charge:R:1
C 2.021 -0.348 0.549 -0.3927
N -1.508 -0.236 1.036 -0.6068
N 0.912 0.021 -1.452 -0.4430
O -1.529 1.917 -0.537 -0.4349
O -2.933 -0.165 -1.070 -0.5088
O 1.658 0.619 -0.448 -0.0721
S -1.681 0.481 -0.648 0.8580
H 2.094 -1.277 0.041 0.3056
H 1.010 -0.427 1.121 0.1590
H 2.796 0.077 1.133 0.2541
H -2.417 -0.190 1.439 0.3123
H -1.161 -1.192 0.936 0.2784
H 0.737 0.720 -2.100 0.2909
```

Output
Orbital gap (spin up / spin down): 9.3 / 7.4 eV
LUMO level (spin up / spin down): -0.47 / -2.20 eV
Max |F|: 0.08748 Eh/bohr
Relative energy (zero: lowest compared OMol25 entry of this formula, charge and spin): 455.0 kJ/mol
Multiplicity: 1